# 1
98
Properties=species:S:1:pos:R:3:mulliken_spin:R:1 method="wB97M-V/def2-TZVPD" total_charge=-1 lumo_energy_ha="0.075 / 0.065" spin_multiplicity=3 orbital_gap_ev="7.341 / 7.295" e_homo_ha="-0.195 / -0.203"
Mo 9.108 12.951 13.807 1.9339
C 4.171 7.849 17.463 0.0000
C 5.001 9.070 17.167 0.0009
C 5.597 9.217 15.916 0.0025
C 6.414 10.291 15.605 0.0104
C 6.683 11.243 16.585 -0.0131
C 6.168 11.044 17.908 -0.0039
C 5.327 9.999 18.193 -0.0007
S 7.769 12.625 16.299 -0.0059
O 7.772 13.318 17.541 0.0004
O 9.063 12.016 15.929 0.0195
N 7.337 13.414 15.039 -0.0001
C 6.000 13.228 14.334 0.0018
C 6.243 12.354 13.135 0.0063
O 5.312 11.966 12.451 0.0168
O 7.486 12.024 12.887 -0.0310
H 3.608 8.057 18.320 0.0000
H 4.807 6.972 17.612 0.0001
H 3.500 7.699 16.634 0.0000
H 5.498 8.417 15.230 -0.0002
H 6.886 10.324 14.646 0.0122
H 6.477 11.706 18.673 0.0003
H 5.068 9.723 19.178 0.0000
H 5.723 14.227 14.081 0.0012
H 5.316 12.835 15.072 -0.0003
Cl 11.659 17.301 19.557 0.0005
C 11.144 16.450 18.162 0.0054
C 10.154 16.933 17.397 -0.0043
C 9.709 16.217 16.351 0.0039
Cl 8.546 17.024 15.320 0.0003
C 10.271 15.023 15.878 0.0037
O 9.912 14.548 14.734 0.0174
C 11.403 14.628 16.658 -0.0030
Cl 12.220 13.243 16.129 0.0060
C 11.782 15.276 17.818 -0.0032
H 9.681 17.872 17.609 -0.0001
H 12.659 14.936 18.357 -0.0003
Te 13.429 10.112 12.730 0.0015
C 13.874 9.775 10.618 0.0018
C 15.038 9.069 10.308 -0.0006
C 15.378 8.965 8.979 0.0004
N 14.724 9.523 7.978 -0.0003
C 13.605 10.210 8.235 0.0003
C 13.176 10.397 9.558 0.0068
C 11.788 11.339 12.695 0.0094
P 11.482 13.061 12.495 -0.0142
C 11.545 13.590 10.765 -0.0389
C 12.727 14.072 10.233 -0.0031
C 12.788 14.529 8.877 0.0001
C 11.579 14.641 8.175 -0.0006
C 10.478 13.995 8.673 0.0041
C 10.423 13.510 9.970 0.0598
C 12.758 14.157 13.133 0.0103
C 14.087 13.815 13.436 0.0030
C 14.994 14.776 13.837 0.0012
C 14.518 16.072 13.929 -0.0014
C 13.209 16.450 13.652 0.0012
C 12.327 15.461 13.194 0.0046
P 10.110 10.842 12.779 -0.0494
C 9.782 9.471 13.928 -0.0333
C 10.214 9.555 15.222 0.0259
C 9.843 8.631 16.194 -0.0014
C 9.144 7.512 15.733 -0.0013
C 8.696 7.396 14.434 0.0006
C 9.017 8.393 13.536 0.0088
C 9.577 9.988 11.261 -0.0007
C 8.461 10.429 10.568 0.0145
C 8.060 9.809 9.423 0.0036
C 8.690 8.691 8.929 -0.0003
C 9.899 8.310 9.540 0.0016
C 10.350 8.936 10.741 0.0065
H 15.629 8.602 11.068 0.0002
H 16.202 8.361 8.724 0.0000
H 13.086 10.677 7.406 0.0001
H 12.254 10.932 9.667 -0.0029
H 13.590 14.222 10.805 -0.0009
H 13.721 14.923 8.469 -0.0002
H 11.535 14.985 7.174 0.0001
H 9.627 14.033 8.018 0.0000
H 9.517 13.101 10.391 -0.0041
H 14.257 12.739 13.298 -0.0008
H 16.035 14.583 13.963 0.0000
H 15.200 16.881 14.221 -0.0001
H 12.816 17.413 13.871 0.0001
H 11.363 15.791 12.821 -0.0037
H 10.847 10.428 15.478 -0.0048
H 10.125 8.702 17.271 0.0000
H 8.789 6.814 16.468 -0.0002
H 8.091 6.521 14.136 0.0001
H 8.604 8.301 12.500 0.0005
H 7.876 11.199 11.001 0.0204
H 7.186 10.178 8.893 0.0000
H 8.420 8.180 8.011 -0.0001
H 10.475 7.456 9.062 -0.0002
H 11.205 8.653 11.343 -0.0003
F 7.806 14.460 11.205 0.0156
B 8.582 14.604 12.308 -0.0154
F 9.105 15.842 12.218 -0.0017

# 2
100
Properties=species:S:1:pos:R:3:lowdin_charge:R:1 method="wB97M-V/def2-TZVPD" total_charge=-1 lumo_energy_ha="-0.015 / -0.015" orbital_gap_ev="3.372 / 3.373" e_homo_ha="-0.139 / -0.139"
Co 2.227 0.301 1.462 0.6598
O 2.391 -1.357 0.658 -0.1123
C 2.872 -2.339 1.381 -0.3299
C 3.593 -3.360 0.730 -0.0154
C 4.136 -4.408 1.435 -0.1013
C 3.968 -4.519 2.820 -0.1188
C 3.230 -3.558 3.471 -0.0605
C 2.681 -2.469 2.785 -0.1572
C 1.747 -1.590 3.446 -0.0444
N 1.367 -0.507 2.880 -0.0710
N 0.204 0.147 3.206 0.0890
C -0.188 0.772 2.100 -0.4433
O 0.491 0.671 0.968 -0.0929
C -1.360 1.548 2.086 -0.1647
C -2.420 1.607 3.129 -0.1899
C -2.738 3.041 3.377 0.1092
C -2.718 3.935 2.322 -0.0407
C -2.374 3.492 1.058 0.1153
C -2.020 2.061 0.849 -0.1851
H 3.729 -3.265 -0.339 0.1123
H 4.711 -5.159 0.904 0.0939
H 4.409 -5.343 3.365 0.0864
H 3.061 -3.630 4.540 0.1052
H 1.222 -1.901 4.346 0.1313
H -2.167 1.077 4.045 0.1424
H -3.012 3.366 4.374 0.1281
H -2.947 4.981 2.487 0.1092
H -2.360 4.173 0.215 0.1299
H -1.433 1.920 -0.056 0.1401
N -1.840 -2.117 -1.819 -0.4439
P -0.191 -1.811 -2.235 1.0077
C -0.189 -0.016 -2.617 -0.3939
C 0.913 0.718 -2.195 -0.0941
C 0.968 2.091 -2.412 -0.0680
C -0.085 2.736 -3.039 -0.0962
C -1.193 2.008 -3.466 -0.1026
C -1.238 0.639 -3.262 -0.1194
C -0.221 -2.475 -3.949 -0.3670
C -0.858 -3.684 -4.226 -0.1140
C -0.809 -4.242 -5.497 -0.0973
C -0.106 -3.607 -6.510 -0.1042
C 0.547 -2.412 -6.242 -0.0903
C 0.490 -1.851 -4.975 -0.0923
P -2.169 -2.745 -0.244 0.9770
C -3.759 -3.599 -0.607 -0.3795
C -3.913 -4.924 -0.215 -0.1113
C -5.101 -5.604 -0.463 -0.0944
C -6.141 -4.962 -1.116 -0.0985
C -5.998 -3.636 -1.512 -0.0893
C -4.819 -2.958 -1.251 -0.0967
C -2.867 -1.294 0.626 -0.3680
C -3.297 -1.510 2.014 -0.0814
C -3.715 -0.506 2.778 -0.0561
C -3.649 0.926 2.353 -0.1713
C -3.338 1.152 0.847 -0.1521
C -2.974 -0.083 0.078 -0.0629
H -2.450 -2.444 -2.557 0.0353
H 1.721 0.227 -1.671 0.0935
H 1.829 2.650 -2.072 0.0978
H -0.048 3.807 -3.197 0.0957
H -2.016 2.512 -3.959 0.0936
H -2.103 0.071 -3.590 0.1013
H -1.388 -4.211 -3.441 0.0936
H -1.316 -5.179 -5.690 0.0980
H -0.064 -4.042 -7.500 0.0954
H 1.102 -1.910 -7.024 0.0997
H 0.996 -0.913 -4.783 0.1022
H -3.092 -5.427 0.283 0.0936
H -5.209 -6.634 -0.149 0.0987
H -7.066 -5.489 -1.313 0.0975
H -6.813 -3.130 -2.014 0.0990
H -4.719 -1.914 -1.529 0.1014
H -3.318 -2.527 2.395 0.1005
H -4.075 -0.699 3.783 0.1096
H -4.576 1.426 2.638 0.1329
H -4.152 1.678 0.342 0.1375
H -2.703 0.067 -0.960 0.0860
O 3.030 1.665 0.190 -0.0003
C 2.741 2.515 1.074 -0.5680
O 2.260 2.115 2.170 0.0205
C 2.913 3.968 0.811 -0.0994
C 3.906 4.396 -0.062 0.0104
C 4.045 5.747 -0.343 -0.0465
C 3.180 6.669 0.225 -0.0050
C 2.197 6.211 1.085 -0.1380
C 2.051 4.874 1.408 0.0803
N 1.262 7.187 1.672 -0.3549
O 0.415 6.774 2.438 0.0637
O 1.430 8.364 1.408 0.0600
H 4.561 3.655 -0.500 0.1303
H 4.826 6.086 -1.010 0.1074
H 3.254 7.726 0.016 0.1140
H 1.283 4.539 2.091 0.1329
F 4.051 0.065 2.217 -0.3045
Sb 5.959 0.530 2.055 1.4096
F 5.429 2.345 1.932 -0.3295
F 5.810 0.382 0.185 -0.3455
F 7.781 0.993 1.948 -0.3671
F 6.338 -1.308 2.177 -0.3456
F 5.983 0.663 3.932 -0.3530

# 3
98
Properties=species:S:1:pos:R:3:mulliken_spin:R:1 method="wB97M-V/def2-TZVPD" lumo_energy_ha="-0.011 / -0.011" spin_multiplicity=5 orbital_gap_ev="6.614 / 6.766" e_homo_ha="-0.254 / -0.260"
Fe -2.094 0.709 2.082 3.8292
N -2.268 -0.429 4.268 0.0360
C -1.528 0.047 5.447 -0.0037
C -1.342 1.538 5.435 0.0054
C -0.556 1.935 4.178 -0.0010
O 0.645 1.922 4.377 0.0133
O -1.156 2.137 3.089 0.0617
H -3.216 -0.524 4.557 -0.0011
H -1.947 -1.299 3.881 -0.0084
H -0.524 -0.367 5.457 -0.0012
H -2.018 -0.270 6.325 0.0013
H -0.926 1.868 6.354 -0.0011
H -2.361 1.938 5.446 -0.0024
N -0.478 -0.878 1.951 0.0062
S 0.362 -1.734 1.108 0.0015
N 0.608 -1.566 -0.606 0.0022
S 1.045 -0.282 -1.313 0.0069
N 0.074 0.717 -2.008 -0.0020
S -1.024 1.650 -1.132 0.0284
N -1.696 1.091 0.050 -0.0748
C -0.140 3.244 -0.955 0.0033
C 0.862 3.712 -1.844 -0.0032
C 1.541 4.956 -1.628 0.0003
C 1.155 5.630 -0.517 -0.0003
C 0.292 5.132 0.369 -0.0010
C -0.452 4.013 0.197 0.0018
C -2.118 2.007 -2.541 0.0028
C -1.637 2.270 -3.841 -0.0013
C -2.547 2.566 -4.785 0.0001
C -3.893 2.607 -4.482 0.0002
C -4.364 2.498 -3.167 0.0001
C -3.434 2.128 -2.144 -0.0016
C 2.194 -0.669 -2.565 0.0000
C 2.993 0.260 -3.223 -0.0004
C 3.816 -0.239 -4.243 -0.0001
C 3.775 -1.583 -4.668 -0.0001
C 2.989 -2.458 -3.972 0.0001
C 2.185 -2.009 -2.922 -0.0003
C 2.145 0.515 -0.152 0.0005
C 1.775 1.565 0.670 0.0149
C 2.737 2.275 1.388 0.0022
C 4.048 1.917 1.368 0.0003
C 4.410 0.762 0.680 0.0000
C 3.486 0.171 -0.256 0.0000
C 2.057 -1.725 1.575 0.0035
C 2.862 -2.672 1.024 -0.0027
C 4.143 -2.813 1.444 0.0003
C 4.539 -2.047 2.492 -0.0001
C 3.722 -1.162 3.106 -0.0001
C 2.437 -0.934 2.657 0.0010
C 0.040 -3.533 1.168 -0.0008
C -0.634 -4.150 0.150 0.0027
C -1.041 -5.490 0.267 -0.0003
C -0.659 -6.246 1.338 0.0004
C -0.005 -5.610 2.401 -0.0004
C 0.263 -4.269 2.326 0.0032
H 1.120 3.116 -2.700 0.0002
H 2.306 5.187 -2.347 0.0001
H 1.684 6.575 -0.247 0.0000
H 0.157 5.659 1.311 0.0001
H -1.299 3.673 0.807 0.0083
H -0.568 2.339 -3.916 0.0001
H -2.280 2.758 -5.818 -0.0001
H -4.503 2.893 -5.324 0.0000
H -5.372 2.525 -2.884 0.0002
H -3.759 2.024 -1.097 0.0063
H 2.855 1.341 -3.060 -0.0001
H 4.334 0.519 -4.807 0.0000
H 4.238 -1.925 -5.580 0.0000
H 2.952 -3.520 -4.219 0.0000
H 1.631 -2.690 -2.317 -0.0001
H 0.793 1.772 0.951 0.0003
H 2.400 3.193 1.974 0.0005
H 4.740 2.499 1.939 0.0000
H 5.368 0.311 0.755 0.0000
H 3.831 -0.528 -0.988 0.0000
H 2.523 -3.232 0.165 0.0001
H 4.770 -3.614 1.039 0.0001
H 5.532 -2.216 2.950 0.0000
H 4.091 -0.575 3.913 0.0000
H 1.715 -0.235 3.197 -0.0013
H -0.926 -3.559 -0.784 -0.0001
H -1.603 -5.932 -0.545 0.0000
H -1.032 -7.308 1.333 0.0000
H 0.203 -6.164 3.265 0.0000
H 0.727 -3.776 3.223 -0.0004
F -4.829 -1.276 -3.978 0.0003
C -4.753 -1.148 -2.682 0.0048
C -3.597 -1.533 -1.974 -0.0046
F -2.658 -2.190 -2.615 -0.0002
C -3.561 -1.324 -0.601 0.0131
F -2.606 -1.855 0.057 0.0061
C -4.569 -0.537 0.030 -0.0003
S -4.403 -0.049 1.714 0.0492
C -5.647 -0.139 -0.717 -0.0026
F -6.521 0.723 -0.170 0.0012
C -5.795 -0.478 -2.074 -0.0026
F -6.830 -0.125 -2.845 -0.0001

In Eh, the electronic energy values for the records above are, in order, -5243.96900 -5311.26428 -5516.11753.
In kJ/mol, the relative energy (zero: lowest compared OMol25 entry of this formula, charge and spin) values for the records above are, in order, 0.00 595.50 107.39.